{"formula": "C5HO3Sr", "method": "wB97M-V/def2-TZVPD", "lumo_energy_ha": 0.0771, "max_force_ha_per_bohr": 0.0987, "orbital_gap_ev": 3.80, "charge": -1, "relative_energy_kcal_mol": 36.4, "multiplicity": 1, "total_energy_ev": -12171.5699, "elements": ["O", "O", "C", "O", "C", "C", "C", "C", "H", "Sr"], "coordinates": [[1.67149, -0.50615, -0.60943], [-1.07200, -3.16270, 0.10642], [1.07433, 0.62135, -0.77511], [0.23139, 2.75359, 0.15082], [0.35282, 1.39998, 0.16007], [-0.64362, 0.46726, 0.09329], [-1.39515, -0.57646, 0.34069], [-1.86564, -1.78110, 0.67543], [0.94815, 3.09642, -0.40109], [0.69824, -2.31220, 0.25890]], "forces_ev_per_a": [[-0.1960, 1.3924, 0.1785], [-4.7405, 1.5050, 1.0133], [3.4421, 1.3106, -3.0711], [0.0569, 0.2102, 0.4687], [-2.6397, -2.5129, -0.5620], [-0.8736, 0.4482, 3.1683], [1.7844, -1.2241, -0.3693], [-0.3834, -1.6140, -1.5223], [0.2356, -0.1975, -0.2560], [3.3143, 0.6819, 0.9519]], "mulliken_charge": [-0.55, -0.85, -0.58, -0.32, 0.49, 0.22, 0.28, -1.46, 0.34, 1.44]}

{"formula": "C9H18LiO13P", "method": "wB97M-V/def2-TZVPD", "lumo_energy_ha": 0.1403, "max_force_ha_per_bohr": 0.1829, "orbital_gap_ev": 1.88, "charge": -2, "relative_energy_kcal_mol": 42.6, "multiplicity": 1, "total_energy_ev": -45732.6199, "elements": ["Li", "P", "O", "O", "O", "O", "C", "O", "C", "O", "O", "C", "H", "H", "H", "H", "H", "H", "C", "O", "C", "O", "O", "C", "H", "H", "H", "H", "H", "H", "C", "O", "C", "O", "O", "C", "H", "H", "H", "H", "H", "H"], "coordinates": [[-0.66917, 0.82338, 1.75414], [-2.45317, 1.68638, 3.37014], [-2.34717, 0.55238, 2.42514], [-3.27517, 2.75338, 2.77514], [-1.04017, 2.05538, 3.13914], [-2.77017, 1.30138, 4.75614], [-0.04317, -3.78762, -3.70486], [-0.74617, -2.80762, -2.91986], [-0.50817, -2.68962, -1.61086], [0.49483, -3.20062, -1.13086], [-1.24017, -1.98262, -0.90986], [-1.38117, -2.17862, 0.42014], [-0.37817, -4.81462, -3.18886], [1.00783, -3.40562, -3.73686], [-0.56417, -3.66162, -4.68886], [-2.11917, -1.45962, 0.90714], [-0.43917, -1.90462, 0.84314], [-1.61117, -3.21462, 0.74114], [2.54083, 1.99938, 0.09414], [3.17383, 0.76538, 0.66314], [2.39083, -0.15062, 1.32314], [1.24283, -0.06362, 1.58614], [3.13383, -1.05162, 1.81214], [2.55083, -2.30162, 2.42614], [1.79883, 2.68038, 0.63814], [2.18383, 1.49538, -0.81486], [3.37683, 2.85138, 0.06414], [3.32583, -2.90662, 2.59614], [1.89983, -2.65662, 1.47714], [1.87583, -2.02262, 3.06414], [-0.89717, 4.04938, 0.35414], [-0.96717, 3.61438, -1.06586], [-0.71617, 2.39538, -1.20086], [-0.40017, 1.57438, -0.26286], [-0.81817, 1.93438, -2.45286], [-0.73017, 0.56438, -2.98686], [-0.10017, 3.77338, 0.97814], [-1.84917, 3.81438, 0.92014], [-0.87117, 5.22038, 0.44814], [-1.26217, 0.07738, -2.22486], [0.41583, 0.10138, -2.77986], [-1.21517, 0.17738, -3.89686]], "forces_ev_per_a": [[-0.7169, 0.8260, 0.9217], [-0.5311, 0.7381, 0.7689], [-1.8636, -7.3212, -4.6297], [-3.2550, 3.3956, -1.4041], [7.8200, 3.4749, 0.4195], [-1.0148, -0.8186, 3.1664], [-1.4641, -0.1972, 1.2506], [-2.0210, 1.3009, -0.2426], [5.2699, -2.8113, -0.3563], [0.3092, -1.0084, -0.3504], [-4.8191, 2.6369, -2.9569], [-0.5325, 0.5941, 4.5322], [1.7492, 1.9179, -1.4934], [-0.5940, -1.4148, 0.0016], [0.7698, -0.4445, 0.7183], [0.6012, -0.6173, -0.9415], [0.6420, -0.0321, 0.8180], [0.0373, 0.3672, -0.6824], [1.2930, 1.1420, 0.5114], [-0.6985, 0.7061, 0.9487], [0.0359, 2.7848, 0.0917], [-2.4826, 0.4110, -0.6116], [3.4432, -3.4379, 1.3147], [-1.4137, 2.3447, -8.9951], [0.2769, -2.3927, -0.0876], [-0.1914, 1.7192, -0.1920], [-1.0504, -2.5115, -0.7709], [2.7562, -2.1177, 1.1179], [1.4106, -0.0331, 2.2744], [-3.3377, 1.2817, 4.4280], [-2.9536, 3.5250, 1.0832], [0.1039, 2.8663, 1.0188], [1.5245, -7.8904, 3.2907], [-0.8779, 2.6487, -3.1832], [-0.2996, 1.4566, -3.5587], [3.2359, -0.9665, 3.8994], [1.2505, -1.4277, 0.0901], [0.8359, -0.6265, -0.6070], [-0.0409, -1.9679, -1.2408], [-0.6976, -1.3979, 0.9864], [-2.9287, 1.5046, -1.0997], [0.4196, 1.7928, -0.2489]], "nbo_charge": [0.88, 2.56, -1.41, -1.32, -1.41, -1.29, -0.26, -0.54, 0.99, -0.70, -0.47, -0.30, 0.20, 0.21, 0.19, 0.30, 0.20, 0.17, -0.28, -0.54, 0.99, -0.64, -0.52, -0.22, 0.24, 0.21, 0.18, 0.18, 0.20, 0.21, -0.32, -0.47, 1.00, -0.72, -0.55, -0.27, 0.22, 0.32, 0.16, 0.22, 0.17, 0.21]}